A cluster of 2 separate species, C5H16N2O in total. Source: OMol25; level of theory: ωB97M-V/def2-TZVPD.

Each line ends with the natural charge from an NBO analysis.
CARTESIAN COORDINATES (ANGSTROEM)
O 1.2906 -2.9958 0.8817  -0.95
N -1.0760 0.0417 -0.9454  -0.45
N -0.0449 -0.1134 2.0635  -0.90
C -1.5326 -0.8451 -1.9496  -0.42
C 0.4662 0.7457 0.8605  -0.05
C -1.2445 1.4606 -1.3633  -0.44
C 1.8875 1.0977 1.3030  -0.63
C 0.2871 -0.0903 -0.3753  -0.22
H 0.3244 0.1158 3.0273  0.37
H 2.6621 1.2182 0.4968  0.22
H -0.2075 1.6471 0.7273  0.19
H 2.2696 0.2241 1.7771  0.22
H 1.0828 -1.9773 1.0525  0.48
H 0.4079 -3.3559 0.8707  0.46
H 1.3048 0.0739 -1.0348  0.16
H -0.7956 -1.2438 -2.6680  0.18
H 0.3997 -1.1120 -0.1694  0.20
H -1.8641 -1.7797 -1.3336  0.19
H -1.6564 2.0487 -0.5923  0.19
H -1.0631 -0.0896 2.0823  0.37
H -0.4198 2.1529 -1.7179  0.18
H 1.7764 2.0213 1.8259  0.22
H -1.7994 1.4179 -2.2904  0.20
H -2.4552 -0.6629 -2.5284  0.22

Results
HOMO (eV): -8.71
Frontier orbital gap (eV): 9.61
Structure (SMILES): C[C@H](N)CN(C)C.O
Relative energy (zero: lowest compared OMol25 entry of this formula, charge and spin) (kJ/mol): 268.7
E (eV): -10469.73691
LUMO level (eV): 0.9016

---

A structure of composition C38H26F5N2O2PSeSr. Source: OMol25; level of theory: ωB97M-V/def2-TZVPD.

Each line ends with the Mulliken charge.
CARTESIAN COORDINATES (ANGSTROEM)
Sr -0.6502 -0.4966 -0.6816  1.25
Se -1.7549 -2.7379 1.1844  -0.56
P 2.4903 0.5376 0.3754  1.04
F -0.9104 -6.9357 -3.1127  -0.31
F -1.7371 -2.4682 -1.9267  -0.32
F -1.1633 -5.7728 1.4186  -0.34
F -0.8026 -7.6192 -0.4877  -0.30
F -1.3827 -4.3417 -3.8098  -0.30
O 1.4632 -1.7116 -1.2362  -0.53
O 0.9807 0.0077 -2.5417  -0.71
N -3.3139 0.1431 -1.0681  1.03
N -1.3700 2.0341 -1.4880  0.47
C -4.0613 3.3079 -3.6928  -1.03
C -4.8458 1.3682 -2.4767  0.86
C -4.2781 -0.7147 -0.7951  -0.45
C -1.2258 -5.3834 0.1420  0.28
C -2.5487 0.6027 2.3471  0.01
C 1.7802 -0.6411 -1.8163  -0.23
C -1.7158 4.0661 -3.3474  -0.74
C 5.0950 3.7528 0.4574  -0.69
C -5.0579 2.4508 -3.3920  -1.01
C 4.0408 -2.9764 2.9114  -0.53
C 3.5664 1.9287 0.8678  0.17
C -3.5886 1.1899 -1.8764  0.22
C -2.7754 3.1822 -3.0732  0.76
C -0.4035 2.8862 -1.7536  -0.29
C -1.4737 -4.0498 -0.1691  0.24
C -5.8543 0.4418 -2.1607  -0.66
C -5.5766 -0.5929 -1.3080  -1.14
C 2.2331 -1.7535 1.9099  0.03
C 4.4938 -0.9697 1.6691  -0.34
C 3.5155 2.3087 2.2109  -0.44
C -1.6086 1.5536 1.9670  -0.58
C -1.5144 -3.7550 -1.5244  0.22
C 4.9454 -2.0425 2.4195  -0.64
C -1.0369 -6.3492 -0.8305  0.10
C 2.6861 -2.8332 2.6558  -0.76
C 4.2470 3.3907 2.6713  -0.72
C 3.0376 0.0576 -1.3308  -0.29
C 3.1327 -0.8191 1.4063  0.06
C -2.5405 2.1521 -2.1479  -0.06
C -0.3464 1.5554 2.5512  -0.05
C -1.3314 -4.6911 -2.5205  -0.26
C -0.5204 3.9148 -2.6958  -1.03
C 4.3644 2.6646 -0.0034  -0.36
C -0.9693 -0.3381 3.8967  -0.24
C -0.0253 0.6038 3.5103  -0.53
C -1.0907 -6.0067 -2.1701  0.71
C 5.0388 4.1190 1.7929  -0.48
C -2.2334 -0.3329 3.3232  -0.79
H -2.9616 -1.0784 3.6139  0.44
H 1.9750 -3.5614 3.0244  0.50
H 0.3855 2.2977 2.2558  0.37
H -3.5292 0.5967 1.8886  0.39
H -0.7168 -1.0875 4.6354  0.41
H 6.0036 -2.1550 2.6185  0.41
H 0.9622 0.5907 3.9550  0.40
H 2.9056 1.7391 2.9045  0.39
H -1.8599 4.8559 -4.0747  0.43
H 5.6109 4.9648 2.1510  0.37
H 5.7156 4.3106 -0.2324  0.42
H 0.3188 4.5684 -2.8862  0.45
H 4.3969 -3.8178 3.4921  0.39
H 3.2313 0.9341 -1.9447  0.46
H 3.9061 -0.5990 -1.2962  0.42
H -1.8554 2.2977 1.2194  0.28
H -6.3265 -1.3244 -1.0419  0.44
H -6.0346 2.5530 -3.8483  0.39
H 4.1998 3.6660 3.7171  0.43
H -6.8376 0.5546 -2.6014  0.42
H 4.4318 2.3902 -1.0477  0.31
H -4.2155 4.1132 -4.4002  0.39
H -4.0015 -1.5449 -0.1509  0.40
H 1.1710 -1.6631 1.7109  0.23
H 0.5206 2.7527 -1.2007  0.32
H 5.2003 -0.2407 1.2875  0.42

Results
HOMO (eV): -7.15
Frontier orbital gap (eV): 6.53
Relative energy (zero: lowest compared OMol25 entry of this formula, charge and spin) (kJ/mol): 0.0
E (eV): -135965.61852
LUMO level (eV): -0.6250

---

The molecule C6H10N2. Source: OMol25; level of theory: ωB97M-V/def2-TZVPD.

Each line ends with the natural charge from an NBO analysis.
CARTESIAN COORDINATES (ANGSTROEM)
N 2.3309 -0.0551 0.1554  -0.27
N 2.2115 1.2405 -0.0781  -0.36
C 1.1158 -0.5562 0.2347  0.19
C 0.9215 1.7640 -0.2845  -0.11
C -1.4216 0.7382 -0.6124  -0.44
C 0.7965 -2.0252 0.1956  -0.70
C -2.0827 -0.2748 0.3345  -0.60
C 0.0272 0.7637 -0.2706  -0.07
H 1.6591 -2.3198 -0.4079  0.25
H -0.2687 -2.2844 -0.0813  0.24
H 2.9402 1.8074 0.2654  0.38
H -2.8520 -0.8523 -0.1277  0.21
H 1.0225 -2.3279 1.2791  0.23
H -1.3610 -0.9091 0.7215  0.21
H -2.4446 0.2998 1.1514  0.21
H -1.4408 0.3738 -1.6168  0.21
H 0.7428 2.7859 -0.2024  0.21
H -1.8964 1.8316 -0.6557  0.21

Results
HOMO (eV): -8.20
Frontier orbital gap (eV): 9.30
Structure (SMILES): CCc1c[nH]nc1C
Relative energy (zero: lowest compared OMol25 entry of this formula, charge and spin) (kJ/mol): 270.8
E (eV): -9361.63071
LUMO level (eV): 1.0965

---

A structure of composition C8H12AsF7MnO6Pt. Source: OMol25; level of theory: ωB97M-V/def2-TZVPD.

Each line ends with the natural charge from an NBO analysis.
CARTESIAN COORDINATES (ANGSTROEM)
Pt 2.9872 -9.4501 21.8094  0.91
As 2.7409 -6.1588 24.1703  2.80
Mn 3.1585 -5.5857 20.4891  1.82
F 2.9365 -4.6087 25.0004  -0.57
F 3.2579 -7.6602 20.6747  -0.86
F 0.9956 -6.0206 23.8705  -0.59
F 4.5344 -6.2815 24.4209  -0.59
F 2.5016 -7.1397 25.6497  -0.58
F 2.7864 -7.6550 23.2179  -0.68
F 2.9207 -5.2024 22.5625  -0.72
O 4.6896 -8.2562 16.4437  -0.39
O 1.1787 -5.6571 19.9022  -0.79
O -1.1012 -5.4455 20.3805  -0.44
O -0.5393 -5.7705 18.3644  -0.47
O 6.1621 -7.2918 15.0439  0.03
O 5.2119 -9.3518 14.6827  -0.35
C -2.2078 -5.9387 19.7440  0.06
C 3.9960 -9.4541 16.5490  0.05
C -0.0046 -5.6496 19.5825  1.07
C 4.0275 -9.9408 15.1789  -0.12
C -3.5497 -5.2226 20.2715  -0.64
C -1.9390 -5.6935 18.2686  -0.09
C 5.5449 -8.3246 15.4703  0.96
C 2.5281 -8.9847 17.0661  -0.65
H 2.0565 -8.2324 16.4339  0.24
H -2.1652 -4.6912 17.9049  0.22
H -4.4450 -5.5536 19.7451  0.24
H -3.5725 -4.1329 20.2626  0.24
H 1.7213 -9.7113 16.9702  0.26
H 4.4888 -10.1108 17.2660  0.23
H -3.7927 -5.5346 21.2872  0.24
H 3.0951 -9.7264 14.6566  0.24
H 2.5620 -8.4141 17.9942  0.24
H -2.3969 -6.4770 17.6647  0.23
H 4.2704 -10.9998 15.0917  0.26
H -2.3492 -7.0004 19.9461  0.20

Results
HOMO (spin up / spin down) (eV): -16.06 / -15.63
Frontier orbital gap (spin up / spin down) (eV): 8.08 / 3.21
Multiplicity: 8
E (eV): -135182.81957
<S²>: 15.78
LUMO level (spin up / spin down) (eV): -7.9778 / -12.4245
Net charge: +2

---

The molecule C3H5NS2. Source: OMol25; level of theory: ωB97M-V/def2-TZVPD.

Each line ends with the natural charge from an NBO analysis.
CARTESIAN COORDINATES (ANGSTROEM)
S 2.2167 -0.4289 -0.2119  0.40
S -2.0120 -0.1628 -0.3761  -0.04
N 1.6226 1.1791 -0.3782  -0.51
C 0.3682 1.2787 -0.1224  0.07
C 0.5472 -1.1832 -0.2250  -0.57
C -0.2969 -0.0443 0.3223  -0.37
H -2.5002 0.7407 0.5297  0.13
H -0.2714 -0.1734 1.3809  0.23
H 0.3601 -2.0602 0.4335  0.24
H 0.0583 -1.3874 -1.1485  0.21
H -0.0925 2.2418 -0.2043  0.21

Results
HOMO (eV): -8.78
Frontier orbital gap (eV): 9.46
Structure (SMILES): S[C@@H]1C=NSC1
Relative energy (zero: lowest compared OMol25 entry of this formula, charge and spin) (kJ/mol): 122.8
E (eV): -26351.46063
LUMO level (eV): 0.6758